Record 1
80
Properties=species:S:1:pos:R:3:lowdin_charge:R:1 method="wB97M-V/def2-TZVPD" de_lowest_ev=0.015 homo_ev=-10.51 charge=+1 orbital_gap_ev=6.0 e_lumo_ev=-4.511
Hf -0.52731 -0.88977 -0.71923 1.6035
C -1.86058 4.07686 -2.68288 -0.0728
C -0.47980 4.12788 -2.52498 -0.0582
C 0.17460 3.19812 -1.73584 -0.0528
C -0.55601 2.20694 -1.07389 -0.3106
C -1.94019 2.16814 -1.22407 -0.0475
C -2.58686 3.09271 -2.03502 -0.0620
N 0.07324 1.16966 -0.34383 -0.0948
C 1.07454 1.41822 0.55719 -0.2479
C 1.44075 2.68896 1.04415 -0.0203
C 2.44765 2.82664 1.97447 -0.0489
C 3.13713 1.72292 2.49838 -0.0677
C 2.76554 0.46358 2.09915 -0.0091
C 1.73680 0.31622 1.15998 -0.2120
N 1.19359 -0.92459 0.84487 -0.0454
N 1.64347 -1.98358 1.33298 0.1449
C 0.81361 -3.09837 1.05673 -0.3051
C 1.29821 -4.34526 1.39561 0.0312
C 0.45405 -5.43036 1.19941 -0.0122
C -0.81659 -5.21995 0.68261 -0.0133
C -1.20174 -3.93417 0.33815 -0.0817
N -0.39952 -2.88303 0.52151 -0.0232
H -2.36316 4.80106 -3.30883 0.1091
H 0.09250 4.89152 -3.03496 0.1116
H 1.25256 3.22458 -1.64110 0.1107
H -2.51454 1.41203 -0.69536 0.0858
H -3.66142 3.04152 -2.15169 0.1152
H 0.92802 3.56729 0.67940 0.1142
H 2.69961 3.82163 2.31840 0.1169
H 3.92277 1.86473 3.22576 0.1110
H 3.22049 -0.42413 2.51528 0.1171
H 2.28970 -4.44044 1.81056 0.1265
H 0.78183 -6.42947 1.45192 0.1229
H -1.50199 -6.04028 0.52970 0.1200
H -2.16566 -3.72517 -0.10980 0.1234
C -3.17426 -0.42686 5.17722 -0.5248
C -1.74778 -0.70709 5.62876 -0.5401
S -0.41245 -0.55481 4.41411 0.8287
C -0.70693 1.06322 3.66625 -0.5092
C -1.70379 1.14276 2.48701 -0.4346
S -1.95290 -0.44618 1.64458 0.8229
C -3.74033 -0.51833 1.39926 -0.4831
C -4.53520 -0.54906 2.70827 -0.5248
S -3.87522 -1.63079 4.00409 0.8726
H -3.25141 0.56967 4.74610 0.0572
H -3.80551 -0.42523 6.06700 0.0782
H -1.66212 -1.73256 5.99207 0.0724
H -1.52522 -0.05307 6.47463 0.0797
H 0.27605 1.39176 3.33238 0.0397
H -1.01441 1.77278 4.43670 0.0911
H -1.37373 1.89069 1.76623 0.0658
H -2.68826 1.44710 2.83594 0.0689
H -3.88489 -1.43610 0.82973 0.0735
H -4.08448 0.30144 0.76596 0.0882
H -5.54241 -0.89409 2.47361 0.0795
H -4.65321 0.45265 3.12075 0.0710
C 5.95938 1.15239 -3.60201 -0.0378
C 4.61141 0.50075 -3.50959 -0.2520
C 3.46842 1.25446 -3.26377 -0.0192
C 2.21607 0.66123 -3.20687 -0.0525
C 2.11696 -0.70672 -3.39339 -0.2914
C 3.23954 -1.48636 -3.64774 -0.0403
C 4.47728 -0.87622 -3.70262 -0.0174
S 0.56660 -1.51660 -3.26674 0.6588
O 0.65331 -2.26410 -1.93569 -0.4128
O 0.31894 -2.35625 -4.39070 -0.2284
N -0.50611 -0.40734 -2.90862 -0.2915
C -1.83763 -0.50919 -3.51116 -0.1416
C -2.90540 -0.94675 -2.50121 -0.5771
O -4.07479 -0.90517 -2.75538 0.1224
O -2.42860 -1.34592 -1.31422 -0.2327
H 5.97801 2.10229 -3.07071 0.0806
H 6.21333 1.34891 -4.64517 0.0941
H 6.73622 0.50941 -3.19078 0.0843
H 3.55422 2.32553 -3.12539 0.1173
H 1.32443 1.24853 -3.03711 0.0842
H 3.14268 -2.55274 -3.80498 0.1255
H 5.35741 -1.47390 -3.90229 0.1234
H -1.84980 -1.21368 -4.34585 0.1260
H -2.13870 0.46691 -3.89340 0.1270

Record 2
73
Properties=species:S:1:pos:R:3:mulliken_spin:R:1 method="wB97M-V/def2-TZVPD" homo_ev="-0.43 / -0.66" multiplicity=2 charge=-2 orbital_gap_ev="5.0 / 5.2" e_lumo_ev="4.600 / 4.526"
Ag -1.12214 -0.68361 0.74630 0.1675
C -5.29821 -1.54176 3.04377 0.0025
C -4.00968 -0.95344 2.48147 0.0065
S -3.16226 -1.99970 1.36318 0.1568
C -3.60202 0.28125 2.83847 -0.0217
C -4.41854 1.16512 3.75653 -0.0047
S -2.06925 0.99886 2.37215 0.3262
H -5.49429 -2.50831 2.58056 -0.0053
H -6.16216 -0.89576 2.84952 0.0032
H -5.23708 -1.69265 4.12889 0.0011
H -5.45023 0.82019 3.86209 0.0018
H -4.43255 2.18888 3.36909 0.0053
H -3.97560 1.21293 4.75954 -0.0004
C 2.80679 -6.97098 0.96724 -0.0001
C 2.36399 -5.63823 1.51040 0.0010
C 2.51095 -5.32140 2.85649 0.0017
C 2.06853 -4.05888 3.22267 -0.0010
N 1.53111 -3.19515 2.38087 -0.0011
C 1.39494 -3.58525 1.08126 0.0206
S 0.70636 -2.49063 -0.05166 0.0342
N 1.82174 -4.80298 0.63722 0.0029
H 3.39896 -7.52400 1.69854 0.0001
H 3.39466 -6.82003 0.06080 -0.0001
H 1.93484 -7.56997 0.69481 -0.0001
H 2.94570 -6.01152 3.56931 0.0001
H 2.15960 -3.72348 4.25478 0.0002
C 3.47958 -0.40928 -3.62234 0.0106
C 2.16818 -0.05143 -3.91608 -0.0088
C 1.33622 0.42348 -2.90750 0.0262
C 1.78123 0.56536 -1.58636 0.0116
C 3.10488 0.20766 -1.31817 0.0130
C 3.94370 -0.27519 -2.31819 -0.0074
Ge 0.47818 1.14940 -0.18152 0.2352
C -0.08350 2.93513 -0.90117 0.0241
C -1.12413 3.60065 -0.23507 -0.0097
C -1.59285 4.83691 -0.66765 -0.0044
C -1.03883 5.43775 -1.79444 0.0055
C -0.00908 4.79437 -2.47184 -0.0032
C 0.46089 3.55918 -2.02793 0.0095
C 1.68949 1.68029 1.31667 0.0089
C 2.18542 0.65839 2.14085 0.0103
C 3.02870 0.93982 3.21078 -0.0053
C 3.38307 2.25594 3.49517 0.0034
C 2.88846 3.28317 2.69987 -0.0026
C 2.05210 2.99393 1.62343 0.0068
H 4.13128 -0.79266 -4.39995 0.0013
H 1.79256 -0.14856 -4.93071 -0.0004
H 0.31303 0.69336 -3.15467 -0.0052
H 3.48685 0.29621 -0.30647 0.0031
H 4.96080 -0.56360 -2.07571 -0.0001
H -1.58002 3.12854 0.63561 0.0029
H -2.39868 5.32874 -0.13236 -0.0001
H -1.40717 6.39701 -2.14163 0.0007
H 0.43036 5.25466 -3.35139 0.0003
H 1.26988 3.07712 -2.56825 0.0010
H 1.89490 -0.37432 1.94970 -0.0045
H 3.39516 0.13086 3.83401 -0.0001
H 4.03204 2.47916 4.33519 0.0003
H 3.15135 4.31311 2.92020 0.0001
H 1.67541 3.80889 1.01113 -0.0001
N -1.12472 -2.06716 -2.95650 -0.0011
C -1.75966 -0.85881 -3.10955 -0.0019
C -1.97203 -0.29680 -4.38194 -0.0008
C -2.63685 0.90771 -4.46915 0.0008
C -3.08120 1.53778 -3.30927 -0.0002
C -2.80404 0.91444 -2.10439 -0.0087
N -2.15547 -0.24178 -1.99947 -0.0099
H -0.44895 -2.31663 -3.65718 0.0002
H -0.82128 -2.29625 -2.01486 -0.0012
H -1.60523 -0.80674 -5.26573 -0.0001
H -2.80098 1.36721 -5.43743 0.0002
H -3.59539 2.48966 -3.33577 -0.0005
H -3.07782 1.37379 -1.15626 0.0029

Record 3
20
Properties=species:S:1:pos:R:3:lowdin_charge:R:1 method="wB97M-V/def2-TZVPD" de_lowest_ev=1.911 homo_ev=-10.05 charge=0 orbital_gap_ev=10.9 e_lumo_ev=0.885 smiles="CCC(N)=O.CC"
C -0.36845 -1.04948 1.93913 -0.1082
C 0.43470 -1.00752 0.59287 -0.1796
C 1.65050 -0.15056 0.84465 -0.4723
N 2.94982 -0.79527 0.42318 0.1441
O 1.61329 0.97717 1.26749 0.0721
H -0.62414 -0.05481 2.20588 0.0411
H 0.23646 -1.38907 2.85943 0.1038
H -1.30299 -1.65204 1.82434 0.0809
H 0.48731 -2.09108 0.27694 0.1206
H -0.26830 -0.49340 -0.10572 0.0748
H 3.62514 -0.26387 0.26081 -0.0464
H 2.86419 -1.81582 0.00106 0.1455
C -1.02810 1.01140 -2.12141 -0.1952
C -1.74835 1.53387 -0.93268 -0.1726
H -0.32451 0.20169 -2.01488 0.0439
H -1.82540 0.57318 -2.77777 0.0782
H -0.52872 1.66593 -2.82646 0.0614
H -2.60012 0.76716 -0.74812 0.1046
H -1.09237 1.54276 -0.01682 0.0685
H -2.14997 2.48977 -0.95193 0.0348

Record 4
21
Properties=species:S:1:pos:R:3:lowdin_charge:R:1 method="wB97M-V/def2-TZVPD" de_lowest_ev=8.105 homo_ev=-17.40 charge=+2 orbital_gap_ev=7.5 e_lumo_ev=-9.898
C -1.01269 -0.44431 2.44496 -0.0498
C -0.86504 -2.01653 -0.72628 0.0160
C -1.10311 0.46469 1.44993 -0.0653
C -0.03904 -2.42343 1.56225 -0.1298
C 1.22054 0.93420 -0.05609 -0.0004
N -0.23621 -1.52690 2.42336 0.1041
N -0.69263 -2.54184 0.37721 0.2026
N 0.02557 -0.86377 -1.03315 -0.1063
N 0.57683 -0.77501 -2.23825 0.2445
N -1.54413 1.62734 1.07745 0.1767
N 0.24381 -0.10155 -0.09064 0.0362
H -1.38926 -0.27045 3.43882 0.1626
H -1.65196 -2.19286 -1.48817 0.1763
H 0.83490 -3.07378 1.70079 0.1667
H 2.19879 0.44301 -0.37037 0.1531
H 1.09807 1.67134 -0.91570 0.1493
H 1.40989 1.29604 0.86343 0.0680
H 1.13726 -0.07954 -2.67381 0.1467
H 0.68531 -1.68861 -2.70116 0.1735
H -2.50311 1.78427 0.53100 0.2261
H -0.77779 2.31897 0.90469 0.1493

What is the charge in the first record? +1